[1]
ORCA calculation (ωB97M-V with the def2-TZVPD basis set) on C2H4N2S3 in the gas phase.

Element x y z (Å)
S  3.1679  0.6863  -0.3947
S  -1.5953  -1.1555  -0.3366
S  -2.3684  1.7343  0.0144
N  -0.2887  -0.5564  0.5147
N  1.9336  -0.0527  0.5016
C  0.8426  -0.1334  -0.1313
C  -2.6698  0.1609  -0.3203
H  0.6652  0.1420  -1.1548
H  -3.6939  -0.1917  -0.5569
H  4.1681  0.2671  0.4032
H  -0.1614  -0.9009  1.4607

Forces on atoms 1 to 6 (eV/Å):
0.689 0.042 0.113
0.356 -0.551 0.331
-0.220 -1.037 -0.146
-0.294 -0.569 0.170
-0.063 0.053 -0.170
0.093 0.001 0.578

Calculated values
LUMO level in eV: -0.540
Multiplicity: 1
SMILES: S=CSN/C=N/S
Relative energy (zero: lowest compared OMol25 entry of this formula, charge and spin) in kcal/mol: 30.0
E_tot in eV: -37623.12347
Charge: 0
Orbital gap in eV: 7.894

Here are the Mulliken charges for atoms 1 to 4, given in e:
1. S -0.14
2. S 0.04
3. S -0.20
4. N -0.25

[2]
ORCA calculation (ωB97M-V with the def2-TZVPD basis set) on a gas-phase ion, C5H12N (charge +1).

Element x y z (Å)
N  -0.8930  0.9350  -1.3078
C  -1.1098  0.9938  1.7467
C  -0.2822  -0.0790  -0.3051
C  2.3082  -1.6830  -0.5690
C  0.9256  -0.6051  -0.7464
C  -1.1208  -0.3074  0.8832
H  2.3674  -2.0364  0.4760
H  -1.5339  1.7104  1.0492
H  -2.0947  -0.4039  0.4950
H  -1.5469  0.3109  -1.7625
H  2.1466  -2.5257  -1.3143
H  -0.7334  -1.2308  1.1425
H  1.2597  0.0575  -1.5861
H  -0.1336  1.2199  -1.9947
H  -1.7917  0.7659  2.6897
H  -0.0721  1.2772  2.2378
H  3.0416  -0.9805  -0.9943
H  -1.3086  1.7199  -0.8455

Forces on atoms 1 to 6 (eV/Å):
2.471 -1.530 -0.287
0.555 -1.975 3.156
3.727 -1.040 -1.471
-3.580 1.277 -0.703
0.198 1.121 -0.516
0.979 2.434 -1.204

Calculated values
LUMO level in eV: -3.512
Multiplicity: 1
SMILES: C/C=C(/[NH3+])CC
Relative energy (zero: lowest compared OMol25 entry of this formula, charge and spin) in kcal/mol: 78.4
E_tot in eV: -6860.15826
Charge: +1
Orbital gap in eV: 10.612

Here are the Mulliken charges for atoms 1 to 4, given in e:
1. N -0.27
2. C -0.84
3. C 0.54
4. C -0.78

[3]
ORCA calculation (ωB97M-V with the def2-TZVPD basis set) on C6H12O3 in the gas phase.

Element x y z (Å)
O  -2.2251  0.0731  0.5969
O  0.3926  0.6681  1.5135
O  -2.8461  0.8143  -0.4643
C  -1.2493  -1.1112  0.0057
C  0.4079  0.7541  0.1572
C  1.1848  -0.7722  -0.5268
C  -0.2228  -0.3051  -0.6843
C  1.7523  -1.6890  0.5186
C  0.6022  2.1260  -0.4187
H  2.7695  -1.3860  0.7864
H  -0.3694  2.6258  -0.4338
H  -3.7474  0.4651  -0.4751
H  1.1853  -1.6769  1.4475
H  1.2994  2.7129  0.1801
H  0.9721  2.0586  -1.4396
H  -1.8231  -1.7619  -0.6539
H  -0.9452  -1.5717  0.9408
H  1.7979  -2.7155  0.1518
H  -0.2106  1.3242  1.8852
H  -0.5187  0.0364  -1.6696
H  1.7936  -0.6692  -1.4177

Forces on atoms 1 to 6 (eV/Å):
0.564 -2.174 -0.612
-0.029 -0.267 1.075
0.495 -0.369 -0.059
-2.461 2.916 0.604
2.018 -2.120 -2.526
0.203 2.976 0.591

Calculated values
LUMO level in eV: 0.874
Multiplicity: 1
SMILES: C[C@H]1[C@@H](COO)[C@@]1(C)O
Relative energy (zero: lowest compared OMol25 entry of this formula, charge and spin) in kcal/mol: 138.8
E_tot in eV: -12553.83111
Charge: 0
Orbital gap in eV: 8.689

Here are the Mulliken charges for atoms 1 to 4, given in e:
1. O -0.32
2. O -0.55
3. O -0.36
4. C -0.55

[4]
ORCA calculation (ωB97M-V with the def2-TZVPD basis set) on a molecular structure, C21H29F5N3O3PPd.

Element x y z (Å)
Pd  1.2460  1.0027  3.8635
P  2.1011  -0.9181  -4.0931
F  -3.9828  2.8626  -0.3801
F  -2.8477  4.7999  -0.4020
F  -3.7329  5.0285  2.5189
F  -5.0783  3.2529  2.0304
F  -5.2151  5.1166  0.8802
O  2.3592  -2.2264  -5.0734
O  1.3010  0.0681  -4.8798
O  3.5895  -0.2339  -3.7969
N  -1.4086  -2.1252  1.1080
N  0.0373  0.5502  0.6507
N  -2.2975  -1.2056  3.1365
C  -0.4403  -2.8026  -1.0413
C  -1.7297  -2.2995  4.0047
C  -1.4832  -1.0617  1.9331
C  0.1053  -0.4747  -0.2265
C  0.4663  -3.7753  -3.3035
C  -0.6034  -1.7776  0.0018
C  -2.0136  3.0592  0.9891
C  -0.9697  1.4015  2.7951
C  1.1004  -1.2799  -2.5631
C  -0.7887  0.2768  1.7503
C  -3.2959  3.7788  0.4295
C  4.1597  2.0384  -1.1199
C  2.8212  1.3768  -0.5285
C  -2.2402  2.2603  2.3335
C  3.2686  0.0850  0.2740
C  -0.2085  -2.0364  4.3925
C  0.9708  -0.2436  -1.5061
C  1.7007  1.1303  -1.6375
C  0.3860  -2.5870  -2.3103
C  -0.5672  -3.5490  -4.5102
C  -4.3122  4.2873  1.5218
H  -2.4393  3.0139  3.1404
H  0.5197  -2.4796  3.6561
H  -0.9409  -3.7977  -0.8887
H  -1.6147  2.4183  0.1462
H  -0.2846  -4.1481  -5.4118
H  -1.1659  0.9922  3.8288
H  -0.0627  -0.9181  4.4864
H  -3.1583  1.6128  2.2023
H  3.4100  -0.8182  -0.3810
H  4.2511  0.2435  0.8144
H  3.2639  -2.5562  -4.8730
H  2.1188  1.3138  -2.6610
H  -1.5564  -3.9663  -4.1472
H  -0.0292  2.0599  2.8403
H  3.7422  -0.1435  -2.8348
H  0.9037  1.9211  -1.4702
H  -1.8118  -3.3169  3.5126
H  0.0208  -2.5348  5.3808
H  -0.7465  -2.4660  -4.7365
H  4.8272  1.1715  -1.4186
H  -2.3011  -2.3481  4.9770
H  1.5083  -4.0226  -3.6311
H  -1.2330  3.8706  1.1261
H  4.6624  2.6328  -0.3015
H  3.8947  2.6910  -1.9918
H  0.0904  -4.6887  -2.7471
H  2.4356  2.1281  0.2262
H  -3.2096  -1.5691  2.8172
H  2.5075  -0.0752  1.0980

Forces on atoms 1 to 6 (eV/Å):
-0.411 -0.306 -0.490
-0.553 2.595 -4.084
0.628 1.275 1.126
-1.047 -1.196 1.421
-0.544 -1.593 -1.289
1.861 1.408 -0.364

Calculated values
LUMO level in eV: -11.424
Multiplicity: 1
Relative energy (zero: lowest compared OMol25 entry of this formula, charge and spin) in kcal/mol: 66.1
E_tot in eV: -59194.56978
Charge: +2
Orbital gap in eV: 3.897

Here are the Mulliken charges for atoms 1 to 4, given in e:
1. Pd 0.24
2. P 1.12
3. F -0.29
4. F -0.28

- The highest E_tot belongs to which entry?
  C5H12N